1.
ORCA calculation (the ωB97M-V functional and the def2-TZVPD basis) on 9 unconnected molecules or ions with the total composition C18H54O9S9 at a distorted geometry.

- HOMO (eV) = -8.64
- energy above the lowest of the compared OMol25 structures with the same formula, charge and spin (eV) = 4.2259
- molar mass (u) = 703.22
- HOMO-LUMO gap (Ha) = 0.316
- 2S+1 = 1
- electronic energy (eV) = -135474.673

Atoms and positions in Å:
C 24.03 -3.82 3.35
S 22.25 -4.17 2.84
O 22.03 -3.17 1.67
C 22.47 -5.73 1.89
H 24.08 -3.33 4.32
H 24.66 -3.20 2.71
H 24.59 -4.75 3.48
H 21.66 -6.43 2.09
H 23.40 -6.19 2.21
H 22.38 -5.51 0.82
C 18.46 7.97 -7.13
S 18.93 7.39 -5.42
O 17.76 6.38 -5.17
C 20.43 6.40 -5.87
H 19.17 8.75 -7.39
H 17.50 8.45 -6.93
H 18.45 7.15 -7.84
H 20.56 5.66 -5.09
H 21.29 7.06 -6.01
H 20.28 5.87 -6.81
C 10.79 3.01 -5.14
S 12.61 2.99 -4.94
O 13.11 1.60 -5.34
C 12.98 4.22 -6.29
H 10.39 4.00 -4.93
H 10.40 2.29 -4.42
H 10.64 2.62 -6.14
H 12.60 3.83 -7.23
H 14.04 4.34 -6.47
H 12.51 5.18 -6.07
C 27.08 -0.01 -5.89
S 27.30 1.01 -7.40
O 26.66 0.13 -8.53
C 25.93 2.12 -6.87
H 27.42 0.64 -5.08
H 27.78 -0.84 -5.76
H 26.06 -0.35 -5.76
H 25.63 2.85 -7.63
H 26.12 2.63 -5.93
H 25.07 1.46 -6.78
C 20.91 -1.67 -3.44
S 20.40 0.09 -3.43
O 21.48 0.98 -4.08
C 18.89 0.01 -4.51
H 21.70 -1.86 -2.72
H 21.28 -1.89 -4.44
H 20.08 -2.36 -3.26
H 18.25 0.88 -4.33
H 18.26 -0.87 -4.36
H 19.17 0.04 -5.56
C 20.40 -4.11 -8.28
S 18.64 -4.34 -7.64
O 17.71 -4.42 -8.86
C 18.84 -6.08 -7.04
H 20.69 -4.70 -9.14
H 21.06 -4.26 -7.43
H 20.56 -3.08 -8.59
H 19.50 -6.15 -6.17
H 19.38 -6.71 -7.74
H 17.99 -6.68 -6.72
C 26.67 -7.98 -4.25
S 25.94 -6.36 -3.68
O 26.68 -5.17 -4.28
C 24.38 -6.54 -4.70
H 27.74 -7.86 -4.07
H 26.47 -8.16 -5.31
H 26.26 -8.84 -3.72
H 24.65 -6.34 -5.73
H 23.68 -5.74 -4.49
H 23.96 -7.55 -4.70
C 28.44 -0.60 -0.11
S 27.47 0.95 0.14
O 27.27 1.21 1.65
C 25.89 0.24 -0.43
H 28.25 -1.39 0.61
H 29.45 -0.42 0.25
H 28.48 -0.97 -1.14
H 25.83 -0.82 -0.19
H 25.81 0.18 -1.51
H 24.95 0.59 -0.01
C 13.22 0.26 -10.03
S 14.95 -0.01 -10.57
O 14.87 0.48 -12.07
C 15.74 1.42 -9.67
H 13.27 0.58 -8.99
H 12.70 -0.70 -10.08
H 12.70 1.03 -10.60
H 16.74 1.69 -9.98
H 15.75 1.24 -8.59
H 15.19 2.34 -9.89


2.
ORCA calculation (the ωB97M-V functional and the def2-TZVPD basis) on a single C4H8OS2 molecule at a distorted geometry.

- HOMO (eV) = -8.53
- energy above the lowest of the compared OMol25 structures with the same formula, charge and spin (eV) = 0.6291
- molar mass (u) = 136.24
- HOMO-LUMO gap (Ha) = 0.316
- 2S+1 = 1
- electronic energy (eV) = -27995.072
- SMILES = CSC(=S)CCO

Atoms and positions in Å:
C 2.66 -0.80 -0.40
S 1.13 -0.97 0.41
C 0.39 0.60 0.36
S 1.18 1.88 -0.27
C -1.01 0.65 0.88
C -2.01 0.38 -0.23
O -1.95 -0.93 -0.77
H 3.27 -0.07 0.09
H 3.12 -1.79 -0.40
H 2.63 -0.53 -1.50
H -1.10 -0.15 1.63
H -1.18 1.64 1.34
H -1.78 1.00 -1.11
H -3.04 0.62 0.07
H -2.31 -1.52 -0.10


3.
ORCA calculation (the ωB97M-V functional and the def2-TZVPD basis) on a single C6H8INOS molecule at a distorted geometry.

- HOMO (alpha / beta) (eV) = -7.61 / -7.77
- energy above the lowest of the compared OMol25 structures with the same formula, charge and spin (eV) = 1.5310
- molar mass (u) = 269.11
- HOMO-LUMO gap (alpha / beta) (Ha) = 0.240 / 0.251
- 2S+1 = 1
- electronic energy (eV) = -28821.890

Atoms and positions in Å:
C 1.30 -0.39 -1.81
C 0.51 -0.05 1.94
C 0.05 0.82 0.69
C -0.85 0.31 -1.66
C -0.51 -1.13 2.07
C -0.28 -0.22 -0.36
N 0.47 0.24 -2.43
O 2.35 -0.86 -1.68
S -0.90 -1.65 0.36
I 0.42 1.40 -4.43
H 1.47 -0.34 1.71
H 0.49 0.60 2.76
H -0.81 1.52 0.85
H 0.74 1.55 0.39
H -1.53 -0.40 -2.12
H -1.14 1.46 -1.52
H -0.24 -1.93 2.80
H -1.55 -0.92 2.46


> Look up the energy above the lowest of the compared OMol25 structures with the same formula, charge and spin of the third one.

1.5310 eV


> molar mass of number 3 (C6H8INOS)?

269.11 u


> molar mass of number 3 (C6H8INOS)?

269.11 u